Entry from the OMol25 dataset: the molecule C3H7N3O at a distorted geometry (ωB97M-V with the def2-TZVPD basis set).

**2S+1**: 1
**Structure (SMILES)**: [H]/N=C\N(C)C(N)=O
**Gap between HOMO and LUMO**: 10.61 eV
**Maximum force**: 5.1 eV/Å
**E**: -9742.0725 eV

Cartesian coordinates (Å):
H  1.044  1.556  2.116
N  0.709  2.197  1.398
C  0.160  1.712  0.392
N  -0.147  0.240  0.063
C  0.302  -0.778  0.985
C  -0.395  0.059  -1.253
N  -0.542  -1.423  -1.553
O  -0.566  0.878  -2.113
H  -0.210  2.374  -0.385
H  1.230  -1.244  0.644
H  -0.474  -1.535  1.111
H  0.476  -0.329  1.963
H  -0.758  -2.121  -0.861
H  -0.830  -1.585  -2.506

Atomic forces in eV per Å
-0.1 -0.1 -0.2
0.3 0.0 0.5
-0.8 -2.1 -0.7
1.2 4.1 1.4
-0.1 -0.2 -0.2
-1.3 -4.9 -0.8
0.7 3.1 -0.1
0.3 0.3 0.0
0.0 -0.3 -0.1
-0.1 -0.1 0.1
0.1 0.0 0.1
-0.1 0.0 -0.1
-0.1 0.3 -0.1
-0.1 0.0 0.2